1.
A structure of composition AlBH20O8 in a non-equilibrium geometry, computed with ωB97M-V with the def2-TZVPD basis set.

Structure (ORCA input):
```
! wB97M-V def2-TZVPD RIJCOSX def2/J DEFGRID3
* xyz 2 1
Al -3.658 0.099 -0.351
B -5.654 1.914 -1.935
H -5.425 0.860 -1.964
H -4.950 2.561 -2.434
H -6.539 1.929 -2.553
H -5.817 2.234 -0.918
O -5.005 2.401 -4.881
H -5.803 2.510 -4.364
H -4.612 3.273 -4.903
O -6.461 0.153 0.866
H -6.978 0.903 0.572
H -7.108 -0.471 1.195
O -6.038 5.260 -1.576
H -5.085 5.283 -1.483
H -6.251 4.328 -1.628
O -3.517 5.198 -2.475
H -3.162 6.086 -2.420
H -3.522 4.999 -3.411
O -3.202 0.647 -3.241
H -3.797 1.351 -3.499
H -2.897 0.276 -4.069
O -8.188 0.247 -1.994
H -7.545 0.861 -2.349
H -8.716 0.773 -1.393
O -2.442 2.926 -1.097
H -3.064 3.638 -1.246
H -1.610 3.366 -0.923
O -5.902 -1.558 -2.087
H -6.229 -2.357 -2.500
H -6.680 -1.012 -1.972
*
```

Results
ΔE to the lowest compared entry with this formula, charge and spin   1.3012 eV
HOMO   -17.707 eV

---

2.
A cluster of 9 separate species, C38H74F6N11O8S in total in a non-equilibrium geometry, computed with ωB97M-V with the def2-TZVPD basis set.

Structure (ORCA input):
```
! wB97M-V def2-TZVPD RIJCOSX def2/J DEFGRID3
* xyz 5 1
C 10.975 -11.548 2.424
O 11.811 -10.874 3.408
O 11.294 -12.917 2.451
C 9.471 -11.172 2.553
F 9.344 -9.865 2.313
F 8.592 -11.809 1.805
F 9.064 -11.279 3.839
C 12.214 -9.507 3.233
C 12.737 -9.032 4.609
H 12.991 -7.972 4.581
H 12.067 -9.185 5.455
H 13.693 -9.554 4.649
H 11.513 -8.797 2.794
H 13.109 -9.522 2.611
H 11.433 -11.315 1.463
C 15.196 -12.431 -0.918
C 13.804 -12.657 -0.371
O 12.723 -12.349 -0.919
N 13.874 -13.346 0.999
H 14.568 -12.856 1.545
H 12.992 -13.195 1.466
C 14.304 -14.862 0.850
H 15.248 -11.816 -1.816
H 15.774 -13.352 -0.993
H 15.801 -11.826 -0.242
H 13.513 -15.353 0.282
H 14.489 -15.324 1.820
H 15.228 -14.911 0.275
C 13.221 -14.073 4.814
C 12.099 -14.882 5.385
O 12.136 -15.394 6.501
N 10.803 -14.941 4.544
H 10.754 -14.091 4.001
H 11.043 -15.560 3.783
C 9.563 -15.327 5.432
H 14.252 -14.178 5.151
H 13.231 -12.994 4.969
H 13.307 -14.272 3.745
H 9.664 -16.373 5.720
H 8.615 -15.205 4.909
H 9.600 -14.689 6.315
C 15.613 -5.101 3.939
C 16.424 -5.721 2.761
O 16.030 -5.619 1.595
N 17.846 -6.279 3.092
H 18.409 -6.143 2.264
H 18.277 -5.675 3.776
C 17.758 -7.840 3.366
H 15.117 -5.928 4.448
H 14.810 -4.511 3.498
H 16.160 -4.559 4.711
H 17.298 -8.397 2.550
H 17.107 -8.061 4.212
H 18.764 -8.207 3.568
C 9.387 -7.947 5.255
C 8.063 -7.005 5.020
N 7.189 -7.687 4.017
C 7.006 -7.237 2.684
C 6.335 -8.224 2.005
N 6.254 -9.345 2.849
C 6.817 -9.000 4.042
C 5.725 -10.582 2.474
H 10.218 -7.302 5.540
H 9.757 -8.354 4.314
H 9.279 -8.635 6.094
H 8.467 -6.106 4.556
H 7.461 -6.798 5.905
H 7.408 -6.284 2.374
H 6.009 -8.355 0.984
H 7.019 -9.664 4.870
H 5.848 -10.720 1.399
H 4.659 -10.627 2.697
H 6.155 -11.365 3.098
C 9.944 -7.210 13.416
C 11.191 -6.454 12.924
N 11.785 -7.221 11.847
C 12.442 -8.443 11.957
C 12.873 -8.955 10.696
N 12.267 -8.113 9.819
C 11.784 -6.969 10.526
C 12.257 -8.399 8.344
H 9.198 -7.545 12.696
H 9.455 -6.589 14.166
H 10.259 -8.100 13.962
H 11.939 -6.205 13.677
H 10.811 -5.540 12.469
H 12.627 -8.745 12.977
H 13.397 -9.834 10.352
H 11.219 -6.161 10.087
H 11.867 -9.412 8.252
H 13.288 -8.307 8.004
H 11.556 -7.721 7.857
C 12.755 -7.182 0.182
C 13.118 -8.428 -0.712
N 14.522 -8.641 -0.946
C 15.504 -8.870 0.012
C 16.750 -8.991 -0.596
N 16.522 -8.712 -1.944
C 15.169 -8.498 -2.171
C 17.524 -8.626 -2.967
H 13.306 -6.265 -0.024
H 12.984 -7.314 1.239
H 11.707 -6.888 0.110
H 12.578 -8.212 -1.634
H 12.599 -9.321 -0.363
H 15.069 -9.035 0.987
H 17.729 -9.317 -0.280
H 14.683 -8.048 -3.024
H 18.455 -8.305 -2.498
H 17.173 -7.940 -3.738
H 17.490 -9.556 -3.534
C 7.838 -16.707 1.951
C 6.437 -16.174 2.190
N 6.079 -15.268 1.136
C 6.507 -13.954 1.027
C 5.946 -13.338 -0.067
N 5.036 -14.323 -0.592
C 5.209 -15.479 0.142
C 4.083 -14.175 -1.665
H 8.550 -15.955 1.612
H 7.885 -17.465 1.169
H 8.186 -17.234 2.839
H 6.454 -15.583 3.105
H 5.664 -16.940 2.242
H 7.204 -13.674 1.803
H 6.089 -12.362 -0.507
H 4.736 -16.420 -0.099
H 4.570 -13.508 -2.377
H 3.162 -13.777 -1.240
H 3.820 -15.128 -2.124
C 11.302 -3.998 1.617
F 12.422 -4.081 0.940
F 11.017 -2.673 1.614
F 10.257 -4.578 1.006
S 11.365 -4.507 3.450
O 10.073 -4.129 3.944
O 11.534 -5.933 3.469
O 12.481 -3.754 3.998
*
```

Results
HOMO   -16.814 eV

---

3.
A cluster of 13 separate species, C40H113N7O19 in total in a non-equilibrium geometry, computed with ωB97M-V with the def2-TZVPD basis set.

Structure (ORCA input):
```
! wB97M-V def2-TZVPD RIJCOSX def2/J DEFGRID3
* xyz 0 1
C -2.496 3.508 -1.172
C -1.617 3.223 -2.363
O -1.482 1.796 -2.601
O -3.800 3.405 -1.744
H -2.277 4.554 -0.848
H -2.339 2.800 -0.272
H -0.600 3.547 -2.235
H -2.036 3.809 -3.209
H -2.321 1.387 -2.914
H -4.510 3.494 -1.109
C -4.007 -1.053 -2.581
C -3.464 -2.260 -1.760
O -3.754 -2.323 -0.391
O -3.190 -0.737 -3.673
H -3.953 -0.252 -1.849
H -4.989 -1.245 -2.903
H -2.331 -2.217 -1.914
H -3.790 -3.161 -2.213
H -3.288 -1.607 -0.022
H -2.818 -1.542 -4.118
C -4.968 1.216 0.837
C -6.241 0.849 1.528
O -6.020 0.313 2.794
O -4.272 2.243 1.622
H -5.086 1.638 -0.133
H -4.333 0.297 0.777
H -6.821 0.105 0.898
H -6.943 1.697 1.571
H -5.605 -0.595 2.753
H -4.411 1.989 2.581
C 6.637 4.063 -0.293
C 6.950 2.777 -1.115
O 5.903 1.903 -1.099
O 5.403 4.643 -0.611
H 7.352 4.941 -0.443
H 6.692 3.735 0.742
H 7.867 2.328 -0.670
H 7.312 3.057 -2.094
H 5.276 2.151 -1.803
H 4.764 4.153 -0.105
C 3.787 -4.308 -0.716
C 3.550 -5.096 -2.018
O 3.614 -6.474 -1.836
O 3.197 -3.063 -0.826
H 4.863 -4.264 -0.539
H 3.369 -4.813 0.159
H 4.378 -4.907 -2.804
H 2.601 -4.792 -2.382
H 2.748 -6.735 -1.398
H 3.818 -2.357 -0.420
C 2.841 2.880 -3.319
C 2.000 4.117 -3.590
O 1.831 4.855 -2.388
O 4.072 3.261 -2.711
H 3.156 2.445 -4.248
H 2.235 2.179 -2.669
H 1.085 3.691 -4.059
H 2.487 4.758 -4.337
H 1.130 5.517 -2.464
H 4.003 4.067 -2.137
C 4.362 -1.593 2.580
C 4.174 -0.443 1.508
C 4.691 0.941 1.967
O 4.250 1.294 3.270
C 4.158 2.696 3.524
N 4.797 -0.887 0.286
H 3.985 -1.269 3.573
H 5.379 -1.994 2.616
H 3.705 -2.381 2.136
H 3.110 -0.356 1.383
H 4.401 1.682 1.169
H 5.778 1.006 2.078
H 3.570 2.817 4.446
H 3.468 3.113 2.780
H 5.136 3.215 3.445
H 5.742 -1.088 0.594
H 4.824 -0.109 -0.415
C -0.282 -5.267 -1.168
C -0.019 -6.765 -1.105
C 0.184 -7.388 -2.497
O -1.063 -7.197 -3.186
C -1.147 -7.884 -4.415
N 1.173 -7.090 -0.315
H 0.539 -4.626 -1.125
H -0.924 -5.055 -0.310
H -0.897 -5.056 -2.086
H -0.906 -7.319 -0.808
H 0.304 -8.457 -2.430
H 1.024 -7.041 -3.072
H -0.530 -7.458 -5.238
H -2.182 -7.857 -4.717
H -0.812 -8.922 -4.389
H 1.304 -6.598 0.552
H 1.284 -8.052 -0.037
C 1.784 -0.052 6.672
C 0.547 -0.020 5.847
C 0.638 1.080 4.795
O 0.621 2.364 5.371
C 0.424 3.350 4.339
N 0.168 -1.273 5.345
H 1.646 -0.829 7.433
H 1.916 0.930 7.159
H 2.661 -0.262 6.027
H -0.310 0.213 6.561
H -0.179 0.966 4.055
H 1.578 0.941 4.232
H -0.378 2.985 3.736
H 1.313 3.508 3.614
H 0.224 4.299 4.829
H -0.435 -1.269 4.550
H 1.013 -1.841 5.215
C -7.576 -2.973 2.586
C -6.697 -3.587 3.680
C -5.208 -3.631 3.224
O -4.769 -2.286 3.054
C -3.280 -2.128 2.902
N -6.949 -2.838 4.894
H -7.286 -3.262 1.609
H -7.481 -1.919 2.632
H -8.617 -3.184 2.690
H -6.986 -4.709 3.887
H -5.249 -4.092 2.204
H -4.520 -4.197 3.807
H -3.039 -2.709 2.034
H -2.888 -2.430 3.867
H -3.171 -1.003 2.733
H -6.567 -1.960 4.634
H -6.267 -3.237 5.571
C 0.198 6.669 1.386
C 1.062 7.123 0.241
C 0.204 7.577 -0.997
O -0.386 6.450 -1.672
C -1.527 6.824 -2.487
N 1.903 8.232 0.753
H 0.812 6.119 2.111
H -0.495 5.876 1.186
H -0.268 7.494 1.986
H 1.668 6.290 -0.038
H 0.731 8.153 -1.741
H -0.647 8.239 -0.659
H -2.456 6.949 -1.951
H -1.665 6.044 -3.304
H -1.399 7.810 -2.906
H 2.822 8.285 0.331
H 1.382 9.100 0.839
C 1.968 -1.998 -3.945
C 0.482 -1.747 -4.229
C -0.220 -3.091 -4.322
O -1.601 -2.820 -4.719
C -2.248 -3.940 -5.256
N -0.036 -1.025 -3.117
H 2.474 -2.679 -4.626
H 2.083 -2.477 -2.973
H 2.619 -1.103 -3.876
H 0.428 -1.357 -5.222
H -0.337 -3.696 -3.426
H 0.215 -3.745 -5.119
H -3.226 -3.539 -5.487
H -2.320 -4.813 -4.553
H -1.800 -4.322 -6.157
H 0.655 -0.281 -2.852
H -0.898 -0.518 -3.328
C -0.415 -0.649 1.780
C -0.970 0.480 0.839
C 0.243 1.284 0.200
O 0.911 2.032 1.148
C 1.318 3.272 0.669
N -1.529 -0.290 -0.312
H -1.146 -1.380 2.228
H 0.227 -0.339 2.601
H 0.178 -1.305 1.006
H -1.758 1.062 1.314
H -0.246 1.955 -0.514
H 0.900 0.514 -0.208
H 2.037 3.317 -0.161
H 1.728 3.783 1.562
H 0.444 3.734 0.267
H -1.686 0.247 -1.139
H -0.834 -0.946 -0.673
*
```

Results
ΔE to the lowest compared entry with this formula, charge and spin   2.4254 eV
HOMO   -8.872 eV

---

4.
The molecule C6H13NO in a non-equilibrium geometry, computed with ωB97M-V with the def2-TZVPD basis set.

Structure (ORCA input):
```
! wB97M-V def2-TZVPD RIJCOSX def2/J DEFGRID3
* xyz 0 1
C 2.262 0.170 -0.949
C 1.293 -0.857 -0.358
N 0.078 -0.217 0.131
C 0.207 0.448 1.438
C -0.595 -0.299 2.518
C -0.922 0.295 -0.675
C -1.409 -0.585 -1.789
O -1.432 1.369 -0.422
H 1.687 1.012 -1.358
H 2.903 0.640 -0.211
H 2.775 -0.100 -1.832
H 1.734 -1.418 0.462
H 0.980 -1.535 -1.150
H 1.254 0.435 1.742
H -0.105 1.481 1.352
H -1.475 0.283 2.768
H -1.088 -1.177 2.085
H -0.029 -0.690 3.359
H -1.170 -1.646 -1.729
H -0.997 -0.248 -2.744
H -2.488 -0.476 -1.791
*
```

Results
SMILES   CCN(CC)C(C)=O
ΔE to the lowest compared entry with this formula, charge and spin   0.9966 eV
HOMO   -9.007 eV

---

5.
A structure of composition C20H43MnN2P3Se in a non-equilibrium geometry, computed with ωB97M-V with the def2-TZVPD basis set.

Structure (ORCA input):
```
! wB97M-V def2-TZVPD RIJCOSX def2/J DEFGRID3
* xyz 3 5
Mn -0.228 0.442 0.260
P 0.156 -1.778 1.336
P 1.968 1.210 1.238
P -2.093 -0.297 -1.021
H 1.066 2.833 -2.218
C 0.018 2.623 -1.990
C -0.339 2.034 -0.783
H 0.552 1.967 -0.065
C 1.175 -2.933 0.359
C 0.949 -1.875 2.990
C -1.324 -2.799 1.700
C 2.529 2.814 0.516
C 1.913 1.599 3.014
C 3.363 0.106 0.865
C -2.737 0.809 -2.329
C -3.616 -0.659 -0.060
C -1.765 -1.835 -1.964
H -0.705 3.214 -2.536
H -1.179 2.475 -0.233
H 1.371 -3.823 0.973
H 2.126 -2.473 0.066
H 0.641 -3.230 -0.553
H 0.951 -2.929 3.292
H 0.387 -1.313 3.744
H 1.983 -1.520 2.990
H -0.985 -3.707 2.218
H -1.857 -3.099 0.795
H -2.025 -2.277 2.359
H 3.579 3.008 0.765
H 1.903 3.634 0.901
H 2.407 2.805 -0.574
H 2.930 1.831 3.361
H 1.508 0.770 3.609
H 1.278 2.482 3.166
H 4.296 0.631 1.113
H 3.365 -0.148 -0.205
H 3.289 -0.821 1.444
H -3.477 0.271 -2.935
H -1.925 1.167 -2.973
H -3.210 1.692 -1.879
H -4.454 -0.900 -0.732
H -3.896 0.221 0.535
H -3.469 -1.501 0.627
H -2.472 -1.909 -2.803
H -1.874 -2.720 -1.326
H -0.745 -1.816 -2.369
C 2.503 -0.676 -4.056
C 1.916 0.551 -3.710
C 1.455 1.413 -4.703
C 1.624 1.093 -6.059
C 2.296 -0.088 -6.393
C 2.738 -0.977 -5.408
Se 3.007 -1.949 -2.721
H 1.811 -2.769 -2.991
H 1.775 0.791 -2.654
H 0.977 2.346 -4.415
H 1.233 1.766 -6.828
H 2.453 -0.305 -7.445
H 3.231 -1.904 -5.684
C -1.680 0.616 5.386
N -2.429 0.655 4.111
C -3.888 0.481 4.186
C -1.819 0.805 2.977
N -1.286 0.779 1.921
H -2.408 0.704 6.192
H -0.949 1.433 5.468
H -1.150 -0.342 5.494
H -4.409 1.234 3.582
H -4.167 -0.521 3.828
H -4.162 0.587 5.237
*
```

Results
ΔE to the lowest compared entry with this formula, charge and spin   1.6080 eV
HOMO (spin up / spin down)   -16.889 / -15.796 eV